(1)
{
  "formula": "C64H71CuGe2I2N3O2PS5",
  "method": "wB97M-V/def2-TZVPD",
  "multiplicity": 2,
  "relative_energy_kcal_mol": 0.0,
  "e_lumo_ev": [1.86, 1.86],
  "total_charge": -1,
  "homo_lumo_gap_ev": [6.781, 6.848],
  "homo_ev": [-4.918, -4.988],
  "elements": ["Cu", "I", "C", "C", "C", "I", "C", "C", "C", "C", "N", "C", "C", "O", "H", "H", "H", "H", "C", "C", "C", "C", "C", "C", "C", "C", "C", "C", "C", "C", "C", "C", "C", "Ge", "S", "S", "Ge", "S", "S", "C", "C", "C", "C", "C", "C", "C", "C", "C", "C", "C", "C", "C", "C", "C", "C", "C", "C", "C", "C", "C", "C", "C", "C", "C", "C", "C", "C", "C", "C", "C", "C", "C", "H", "H", "H", "H", "H", "H", "H", "H", "H", "H", "H", "H", "H", "H", "H", "H", "H", "H", "H", "H", "H", "H", "H", "H", "H", "H", "H", "H", "H", "H", "H", "H", "H", "H", "H", "H", "H", "H", "H", "H", "H", "H", "H", "H", "H", "H", "H", "H", "H", "H", "C", "P", "C", "C", "O", "H", "H", "H", "H", "H", "H", "H", "H", "H", "C", "N", "C", "C", "N", "C", "S", "H", "H", "H", "H", "H", "H", "H", "H"],
  "positions_angstrom": [[0.052, -0.130, -0.114], [-1.590, 4.618, 0.264], [-0.628, 3.410, 1.690], [-0.575, 3.796, 3.026], [-0.002, 2.973, 3.963], [-0.050, 3.597, 5.985], [0.529, 1.715, 3.606], [1.134, 0.787, 4.481], [1.556, -0.424, 4.003], [1.368, -0.737, 2.647], [0.837, 0.117, 1.812], [0.441, 1.333, 2.245], [-0.122, 2.188, 1.225], [-0.142, 1.813, 0.007], [-0.996, 4.746, 3.326], [1.261, 1.047, 5.524], [2.039, -1.142, 4.653], [1.649, -1.694, 2.232], [-6.391, -0.366, -2.161], [-5.223, -0.348, -3.112], [-4.467, 0.801, -3.307], [-3.390, 0.823, -4.182], [-2.624, 2.097, -4.401], [-3.038, -0.353, -4.860], [-3.814, -1.508, -4.707], [-3.560, -2.767, -5.498], [-4.892, -1.486, -3.829], [-1.898, -0.353, -5.821], [-2.121, 0.188, -7.085], [-1.128, 0.176, -8.051], [0.096, -0.401, -7.763], [0.342, -0.954, -6.508], [-0.649, -0.923, -5.526], [-0.258, -1.518, -3.646], [-0.385, 0.260, -2.402], [1.738, -2.535, -3.198], [0.443, -3.559, -1.599], [0.140, -2.400, 0.208], [-1.432, -3.309, -2.895], [0.964, -5.470, -1.191], [1.999, -5.750, -0.282], [2.257, -7.070, 0.084], [1.507, -8.114, -0.427], [0.505, -7.844, -1.338], [0.231, -6.535, -1.730], [-0.821, -6.367, -2.774], [-2.173, -6.360, -2.435], [-2.634, -6.384, -1.000], [-3.127, -6.301, -3.447], [-2.765, -6.257, -4.781], [-3.797, -6.210, -5.877], [-1.411, -6.263, -5.101], [-0.433, -6.311, -4.121], [1.022, -6.281, -4.504], [2.904, -4.719, 0.300], [2.793, -4.344, 1.640], [1.689, -4.846, 2.535], [3.709, -3.436, 2.162], [4.695, -2.859, 1.380], [5.611, -1.802, 1.932], [4.810, -3.270, 0.058], [3.954, -4.219, -0.484], [4.191, -4.732, -1.880], [1.656, -1.623, -6.293], [2.812, -0.881, -6.052], [2.780, 0.618, -5.898], [4.034, -1.544, -5.957], [4.127, -2.917, -6.103], [5.453, -3.624, -6.009], [2.964, -3.641, -6.340], [1.731, -3.017, -6.435], [0.490, -3.830, -6.678], [-6.629, 0.639, -1.811], [-6.167, -0.993, -1.294], [-7.278, -0.780, -2.643], [-4.717, 1.705, -2.761], [-2.942, 2.863, -3.694], [-2.765, 2.473, -5.417], [-1.559, 1.919, -4.254], [-2.748, -2.640, -6.211], [-4.463, -3.050, -6.044], [-3.298, -3.587, -4.828], [-5.484, -2.388, -3.707], [-3.092, 0.616, -7.306], [-1.312, 0.608, -9.027], [0.878, -0.434, -8.513], [3.061, -7.266, 0.784], [1.711, -9.133, -0.122], [-0.083, -8.650, -1.763], [-1.796, -6.403, -0.307], [-3.263, -7.257, -0.811], [-3.225, -5.490, -0.790], [-4.178, -6.283, -3.175], [-4.806, -6.216, -5.465], [-3.690, -7.069, -6.542], [-3.674, -5.306, -6.478], [-1.117, -6.225, -6.145], [1.150, -6.544, -5.554], [1.610, -6.967, -3.893], [1.429, -5.275, -4.354], [1.104, -5.630, 2.062], [1.009, -4.021, 2.762], [2.095, -5.224, 3.475], [3.636, -3.164, 3.212], [5.470, -1.680, 3.007], [5.395, -0.849, 1.448], [6.657, -2.045, 1.739], [5.588, -2.841, -0.564], [5.181, -4.436, -2.229], [3.461, -4.324, -2.580], [4.113, -5.820, -1.915], [1.763, 0.990, -5.794], [3.235, 1.100, -6.767], [3.350, 0.914, -5.016], [4.931, -0.964, -5.762], [6.270, -2.910, -5.913], [5.628, -4.235, -6.896], [5.468, -4.284, -5.139], [3.025, -4.719, -6.448], [0.750, -4.831, -7.022], [-0.156, -3.359, -7.421], [-0.088, -3.927, -5.753], [-4.509, 1.080, 1.353], [-3.195, -0.061, 1.876], [-2.812, 0.427, 3.587], [-3.961, -1.707, 1.959], [-2.008, -0.020, 1.000], [-5.264, 1.210, 2.129], [-4.966, 0.689, 0.444], [-4.042, 2.038, 1.120], [-3.676, 0.335, 4.245], [-2.469, 1.463, 3.573], [-1.997, -0.200, 3.952], [-4.783, -1.744, 2.673], [-3.189, -2.429, 2.226], [-4.317, -1.949, 0.957], [2.893, 4.058, 0.178], [2.766, 3.338, -1.056], [2.168, 3.943, -2.232], [2.283, 2.836, -3.288], [2.894, 1.731, -2.556], [3.054, 2.034, -1.243], [3.660, 1.003, -0.092], [3.639, 4.855, 0.084], [3.208, 3.357, 0.948], [1.938, 4.505, 0.460], [2.716, 4.848, -2.513], [1.128, 4.212, -2.032], [2.926, 3.135, -4.120], [1.309, 2.541, -3.676], [2.626, 0.785, -2.791]]
}


(2)
{
  "formula": "C4H4O2",
  "method": "wB97M-V/def2-TZVPD",
  "relative_energy_kcal_mol": 130.8,
  "e_lumo_ev": -1.13,
  "homo_lumo_gap_ev": 9.043,
  "homo_ev": -10.174,
  "elements": ["C", "C", "C", "C", "O", "O", "H", "H", "H", "H"],
  "positions_angstrom": [[3.118, 0.113, -0.063], [0.410, 0.233, -0.464], [-0.417, -0.078, 0.525], [2.604, -0.989, -0.843], [3.479, 1.230, 0.148], [2.836, -1.088, 0.560], [1.189, -0.417, -0.834], [0.101, 1.130, -1.049], [-1.274, 0.636, 0.922], [-0.432, -1.177, 0.944]]
}


(3)
{
  "formula": "CH3IS",
  "method": "wB97M-V/def2-TZVPD",
  "relative_energy_kcal_mol": 78.2,
  "e_lumo_ev": -0.80,
  "homo_lumo_gap_ev": 8.057,
  "homo_ev": -8.852,
  "elements": ["C", "S", "I", "H", "H", "H"],
  "positions_angstrom": [[0.571, -0.387, -0.176], [0.164, 1.284, -0.188], [2.624, -1.002, -0.224], [-2.348, -0.486, 0.384], [-2.298, -1.241, 0.304], [1.287, 1.831, -0.100]]
}


(4)
{
  "formula": "C9H18N2",
  "method": "wB97M-V/def2-TZVPD",
  "relative_energy_kcal_mol": 89.3,
  "e_lumo_ev": 0.87,
  "smiles": "CCc1c[nH]cn1.CC(C)C",
  "homo_lumo_gap_ev": 9.347,
  "homo_ev": -8.476,
  "elements": ["C", "C", "C", "C", "H", "H", "H", "H", "H", "H", "H", "H", "H", "H", "C", "C", "C", "C", "C", "N", "N", "H", "H", "H", "H", "H", "H", "H", "H"],
  "positions_angstrom": [[-0.071, 2.080, 1.620], [1.121, 1.167, 1.598], [-1.340, 1.261, 2.054], [-0.100, 2.886, 2.915], [-0.158, 2.550, 0.619], [0.695, 0.071, 1.284], [-1.191, 0.361, 2.701], [-2.401, 1.535, 2.329], [-1.593, 0.666, 1.124], [0.544, 2.404, 3.655], [0.307, 3.861, 2.834], [1.659, 0.964, 2.413], [1.995, 1.258, 0.699], [-1.049, 3.025, 3.364], [-0.119, -0.368, -2.931], [1.054, 0.651, -2.726], [-0.139, -1.185, -1.717], [-1.101, -2.039, -1.216], [0.570, -1.969, 0.207], [0.813, -1.051, -0.715], [-0.647, -2.648, -0.006], [-1.179, 0.215, -3.124], [-0.035, -0.914, -3.886], [0.878, 1.297, -3.513], [-2.109, -2.321, -1.590], [1.205, -1.872, 1.087], [-1.191, -3.087, 0.690], [1.985, 0.063, -2.768], [1.224, 0.906, -1.694]]
}


(5)
{
  "formula": "C2H7N2",
  "method": "wB97M-V/def2-TZVPD",
  "relative_energy_kcal_mol": 109.9,
  "e_lumo_ev": [-5.22, -5.87],
  "total_charge": 1,
  "homo_lumo_gap_ev": [10.465, 8.564],
  "homo_ev": [-15.681, -14.432],
  "elements": ["C", "C", "N", "N", "H", "H", "H", "H", "H", "H", "H"],
  "positions_angstrom": [[0.891, -0.414, 0.176], [-1.231, 0.784, 0.107], [1.361, 0.801, -0.223], [-0.582, -0.375, -0.393], [1.454, -1.296, -0.189], [0.731, -0.558, 1.257], [-1.296, 0.939, 1.169], [-1.701, 1.469, -0.576], [2.357, 0.946, -0.095], [-0.515, -0.312, -1.419], [-1.058, -1.251, -0.127]]
}


(6)
{
  "formula": "CH6NOS",
  "method": "wB97M-V/def2-TZVPD",
  "relative_energy_kcal_mol": 26.2,
  "e_lumo_ev": -5.38,
  "total_charge": 1,
  "homo_lumo_gap_ev": 9.416,
  "homo_ev": -14.799,
  "elements": ["C", "N", "O", "S", "H", "H", "H", "H", "H", "H"],
  "positions_angstrom": [[-0.875, -0.520, -0.504], [1.471, 0.296, 0.267], [-0.690, -1.599, 0.061], [-1.718, 0.782, 0.228], [-0.408, -0.316, -1.440], [2.414, 0.335, -0.131], [1.590, -0.277, 1.083], [1.162, 1.219, 0.402], [-1.202, -1.658, 0.847], [-1.744, 1.737, -0.814]]
}


(7)
{
  "formula": "C4H12S",
  "method": "wB97M-V/def2-TZVPD",
  "relative_energy_kcal_mol": 57.5,
  "e_lumo_ev": 0.90,
  "smiles": "CSC.CC",
  "homo_lumo_gap_ev": 9.398,
  "homo_ev": -8.501,
  "elements": ["C", "C", "S", "H", "H", "H", "H", "H", "H", "C", "C", "H", "H", "H", "H", "H", "H"],
  "positions_angstrom": [[-1.491, 2.177, 0.017], [0.616, 1.720, 1.883], [-1.148, 1.961, 1.919], [-2.041, 3.138, -0.195], [-0.612, 2.082, -0.731], [-2.258, 1.480, -0.077], [0.957, 0.835, 1.234], [0.960, 1.586, 2.835], [1.393, 2.289, 1.457], [0.818, -1.967, -1.790], [0.227, -2.287, -0.417], [2.012, -2.089, -1.699], [0.234, -2.572, -2.524], [0.560, -0.939, -1.974], [-0.875, -2.298, -0.405], [0.674, -1.763, 0.406], [-0.027, -3.355, 0.060]]
}